# 1
{"formula": "C5H10NO", "method": "ωB97M-V/def2-TZVPD", "species": ["O", "N", "C", "C", "C", "C", "C", "H", "H", "H", "H", "H", "H", "H", "H", "H", "H"], "xyz": [[-1.85, -0.92, 1.09], [-1.26, -0.24, 0.29], [-1.56, 0.67, -0.72], [0.29, -0.14, 0.03], [-0.04, 0.75, -1.15], [0.88, 0.68, 1.20], [0.96, -1.50, 0.01], [1.94, 0.71, 1.04], [1.92, -1.24, 0.25], [-2.43, 0.28, -1.50], [0.71, 0.20, 2.08], [0.97, -2.15, -0.86], [0.12, 0.25, -2.06], [0.61, 1.67, -1.30], [0.44, 1.64, 1.11], [0.45, -2.13, 0.75], [-2.18, 1.46, -0.25]], "nbo_charge": [-0.091, 0.342, -0.330, 0.132, -0.436, -0.595, -0.636, 0.249, 0.239, 0.329, 0.237, 0.252, 0.249, 0.276, 0.220, 0.251, 0.312], "smiles": "CC1(C)CC[N+]1=O", "homo_lumo_gap_ev": 9.604, "multiplicity": 1, "total_charge": 1, "homo_energy_ev": -16.435}


# 2
{"formula": "C3H7N4S", "method": "ωB97M-V/def2-TZVPD", "species": ["S", "N", "N", "N", "N", "C", "C", "C", "H", "H", "H", "H", "H", "H", "H"], "xyz": [[-3.52, 0.52, -0.15], [-0.28, -1.78, -0.16], [0.36, 0.83, -0.71], [0.46, 1.76, 0.14], [-1.20, -1.01, -0.01], [-2.21, -0.44, 0.03], [1.00, -1.39, 0.17], [1.40, -0.07, -0.71], [1.01, 1.73, 1.10], [1.54, -0.46, -1.61], [-0.34, 2.40, 0.06], [2.36, 0.11, -0.26], [1.21, -1.06, 1.27], [1.67, -2.14, -0.31], [-3.47, 1.01, 1.15]], "nbo_charge": [0.219, -0.311, 0.041, -0.419, -0.021, 0.066, -0.179, -0.331, 0.414, 0.241, 0.415, 0.234, 0.201, 0.257, 0.174], "homo_lumo_gap_ev": [6.435, 6.428], "multiplicity": 1, "total_charge": 1, "homo_energy_ev": [-12.275, -12.273]}


# 3
{"formula": "C20H28IN7O2V", "method": "ωB97M-V/def2-TZVPD", "species": ["I", "V", "O", "O", "N", "N", "N", "N", "N", "N", "N", "C", "C", "C", "C", "C", "C", "C", "C", "C", "C", "C", "C", "C", "C", "C", "C", "C", "C", "C", "C", "H", "H", "H", "H", "H", "H", "H", "H", "H", "H", "H", "H", "H", "H", "H", "H", "H", "H", "H", "H", "H", "H", "H", "H", "H", "H", "H", "H"], "xyz": [[-6.27, -0.14, -2.80], [-0.64, -0.55, -0.81], [-0.74, 1.87, 5.46], [-0.58, 5.88, 1.08], [-3.21, -2.24, -0.74], [1.13, -0.84, -0.99], [-0.68, -0.36, 1.13], [-2.46, -1.19, -1.13], [1.72, -2.95, -1.76], [-0.63, 1.38, -0.76], [3.39, -1.37, -1.27], [-0.67, 0.93, 1.57], [-0.78, 0.18, 3.86], [4.51, -2.27, -0.98], [-0.63, 5.60, -0.28], [3.76, 0.05, -1.37], [-0.63, 3.55, -1.74], [-0.79, -1.14, 3.39], [0.36, -3.37, -1.49], [2.57, -3.89, -2.51], [-0.63, 3.29, 0.66], [-0.62, 2.18, -1.85], [-0.72, 1.22, 2.91], [-4.47, -2.11, -1.16], [-0.73, -1.37, 2.04], [-4.57, -0.91, -1.88], [-0.64, 1.93, 0.49], [2.12, -1.75, -1.35], [-0.85, 0.50, 5.30], [-3.29, -0.38, -1.84], [-0.63, 4.13, -0.46], [-0.60, 1.71, -2.83], [-0.07, -0.06, 5.84], [-0.84, -1.97, 4.07], [1.97, -4.32, -3.31], [4.16, -3.24, -0.62], [-2.83, -3.01, -0.21], [5.16, -2.41, -1.85], [-0.63, 3.73, 1.65], [-0.37, -2.59, -1.79], [5.11, -1.81, -0.20], [0.23, -3.64, -0.44], [-0.63, 4.16, -2.64], [-5.23, -2.84, -0.95], [-1.52, 6.02, -0.77], [4.73, 0.12, -1.86], [-0.72, -2.38, 1.64], [-2.96, 0.55, -2.30], [2.92, -4.70, -1.87], [3.87, 0.51, -0.38], [1.56, 0.02, -0.61], [3.05, 0.61, -1.98], [0.22, 6.03, -0.84], [-0.77, 2.13, 6.39], [0.13, -4.25, -2.09], [-0.71, 2.24, 3.28], [-0.53, 6.83, 1.25], [-1.81, 0.10, 5.68], [3.41, -3.38, -2.97]], "lowdin_spin": [-0.004, 1.146, 0.000, 0.000, -0.001, -0.082, -0.006, -0.018, -0.010, -0.006, -0.013, 0.004, 0.000, -0.002, -0.001, -0.001, -0.002, -0.001, 0.002, -0.001, -0.001, 0.005, -0.001, -0.004, 0.005, -0.001, 0.003, -0.004, 0.000, 0.002, -0.003, 0.001, 0.000, 0.000, 0.000, 0.000, 0.000, -0.001, 0.000, 0.000, -0.001, 0.001, 0.000, 0.000, -0.001, 0.000, 0.000, 0.001, -0.001, 0.000, -0.001, 0.000, -0.001, 0.000, 0.000, 0.000, 0.000, 0.000, 0.000], "s2": 0.78, "homo_lumo_gap_ev": [4.140, 5.011], "multiplicity": 2, "total_charge": 4, "homo_energy_ev": [-19.127, -19.148]}


E_tot for the records above, in order: -326.09734, -735.25026, -2552.87341 Eh